A 11-piece molecular cluster, C79H181N11O16 overall in a non-equilibrium geometry, computed with ωB97M-V/def2-TZVPD.

```
287
Properties=species:S:1:pos:R:3:forces:R:3:lowdin_charge:R:1
C 21.125972 -8.000730 4.289361 1.2962 0.7862 0.4746 -0.031
C 21.348107 -6.784760 3.384658 -0.9685 -1.1252 0.7392 -0.489
C 22.398173 -5.849261 4.042987 -1.0623 0.7801 0.4362 -0.042
C 21.958862 -7.258364 2.076803 0.4297 -0.6202 -0.3351 -0.162
C 21.032599 -8.001973 1.110557 -0.9262 1.8935 -0.2725 -0.154
C 19.829958 -7.023165 0.853370 0.8726 -0.9085 0.4922 -0.121
C 19.084737 -6.656336 2.163592 -0.7577 -0.7578 0.5857 -0.499
C 18.159583 -5.496223 1.860758 -0.8993 0.3252 0.2434 -0.057
C 18.243484 -7.910379 2.634422 -0.3711 0.7018 -0.1745 -0.020
N 20.001202 -6.124108 3.172123 3.6271 -0.2318 -2.5328 -0.150
O 19.460375 -5.659347 4.343871 -0.5826 -0.0992 0.8516 0.000
H 22.145070 -8.235623 4.596546 0.0327 -0.8567 0.0241 0.080
H 20.675897 -7.639806 5.214174 -0.6174 -0.4046 -0.1429 0.082
H 20.636956 -8.834703 3.785918 -0.0591 0.1155 0.3505 0.075
H 23.440706 -6.160600 4.108443 -0.0750 -0.4849 -0.9665 0.086
H 22.297841 -4.889981 3.535219 0.4373 0.1561 -0.0753 0.084
H 22.239660 -5.654492 5.103668 -0.7520 -0.0042 0.1400 0.076
H 22.476161 -6.408922 1.630753 -0.4360 0.1808 -0.6180 0.117
H 22.794847 -7.925232 2.287756 0.0801 -0.1019 0.5266 0.118
H 21.561705 -8.183903 0.175113 -0.0132 -0.0316 -0.0465 0.105
H 20.650280 -8.964325 1.450864 0.2349 0.0507 0.3381 0.095
H 19.138815 -7.480837 0.145586 -0.3173 0.0205 0.1820 0.116
H 20.210883 -6.129272 0.359482 0.0597 0.1964 0.1723 0.116
H 17.421219 -5.349148 2.648963 0.1889 0.0331 0.3378 0.080
H 17.530504 -5.625557 0.980061 0.3849 -0.1276 -0.3509 0.085
H 18.773882 -4.597297 1.809086 -0.1983 0.0684 -0.3208 0.089
H 17.296561 -7.878826 2.095513 0.1238 -0.3623 -0.5960 0.074
H 17.853515 -7.883399 3.651920 0.6534 0.3957 0.3610 0.079
H 18.743444 -8.869262 2.497668 -0.0507 0.1061 -0.1455 0.061
H 19.890851 -4.803334 4.403325 -0.3301 0.3042 0.3246 0.106
C 23.576569 -19.359127 7.253559 -0.0586 0.6044 0.6173 -0.040
C 23.994299 -19.425113 8.745717 0.1355 0.6841 0.5967 -0.454
C 24.891944 -18.204961 9.157743 -0.8348 -0.2301 -0.3830 -0.026
C 22.631760 -19.410244 9.621364 1.0194 -0.5418 -0.2628 -0.110
C 22.811294 -19.772627 11.094177 0.5239 0.6002 -0.4561 -0.217
C 23.542395 -21.079423 11.211794 0.2382 0.4763 -0.7684 -0.152
C 24.864697 -21.230394 10.376420 -0.8044 -0.9379 -0.3077 -0.478
C 25.970784 -20.578225 11.179454 0.5347 0.3621 -0.4571 -0.042
C 25.117195 -22.765717 10.250212 -0.1186 0.5757 -0.0586 -0.043
N 24.704645 -20.704484 8.970472 -1.2466 -1.1286 0.4806 -0.091
O 25.879395 -20.934613 8.127252 -0.7562 1.0315 1.4043 -0.026
H 22.689892 -19.967317 7.074679 0.4584 -0.6555 -0.1556 0.076
H 23.208480 -18.373292 6.969395 0.2357 0.3569 0.3064 0.076
H 24.435214 -19.551132 6.610150 -0.2459 -0.3335 -0.0845 0.076
H 24.812882 -18.024489 10.229785 0.0378 0.0482 -0.0422 0.057
H 25.945665 -18.326718 8.906852 -0.0874 -0.2169 -0.1347 0.079
H 24.511481 -17.328843 8.632604 0.1019 0.2046 0.1158 0.072
H 22.101128 -18.461042 9.546858 0.2815 0.1740 -0.3940 0.117
H 21.995556 -20.176661 9.178684 -0.1277 -0.0493 -0.1222 0.107
H 23.336494 -18.999182 11.654585 0.0302 0.2847 -0.1032 0.102
H 21.869199 -19.942903 11.615306 -0.2761 0.4138 -0.2042 0.113
H 22.764902 -21.778769 10.904365 0.5017 -0.7834 0.1558 0.119
H 23.789508 -21.119553 12.272656 0.1235 -0.9357 -0.0419 0.120
H 26.150893 -21.143857 12.093632 0.0170 0.1341 0.0551 0.089
H 25.734284 -19.536904 11.398107 -0.0934 -0.0907 0.3126 0.068
H 26.891663 -20.536286 10.597786 0.1283 -0.2104 -0.0086 0.085
H 24.961311 -23.323248 11.173780 0.4736 0.4206 0.4471 0.078
H 26.128623 -22.898138 9.866049 -0.1125 -0.4040 -0.0225 0.076
H 24.367292 -23.237921 9.615563 0.1533 0.3166 -0.5396 0.079
H 25.543441 -21.488234 7.418572 -0.2215 -0.1569 0.0570 0.091
C 27.568421 -15.726148 15.738051 -0.5827 -0.2363 -0.1647 -0.058
C 28.734968 -15.835265 16.717757 -0.3160 -0.4389 -0.0025 -0.466
C 28.365254 -15.048517 18.020269 1.6534 -0.2385 -0.3603 -0.024
C 28.944010 -17.349278 17.083135 0.1158 0.8259 0.1842 -0.142
C 30.277192 -17.631000 17.704965 0.1139 -0.1133 0.2429 -0.220
C 31.355471 -17.314000 16.699438 -0.4603 0.2758 -0.3213 -0.143
C 31.335018 -15.847775 16.222390 0.5138 1.5641 0.5195 -0.461
C 31.946631 -15.016591 17.372233 -0.7573 0.1507 0.4549 -0.035
C 32.184138 -15.649666 14.941688 -0.3327 0.1612 0.4264 -0.033
N 29.917641 -15.371522 15.907451 -0.0047 -3.5464 1.0713 -0.132
O 29.727474 -14.061072 15.579317 0.7896 1.6485 0.1742 -0.015
H 26.723804 -16.325550 16.077824 0.1279 -0.5300 -0.0934 0.081
H 27.080182 -14.762613 15.592031 0.6468 0.4603 0.2487 0.078
H 27.955173 -16.046131 14.770508 -0.4046 -0.2836 -0.0877 0.085
H 27.343172 -15.174571 18.377417 -0.0970 0.0818 -0.5266 0.082
H 28.997337 -15.417427 18.828024 0.0896 0.0711 0.1868 0.058
H 28.651049 -14.008392 17.863594 -0.4545 0.1406 0.1095 0.079
H 28.247082 -17.657786 17.862382 -0.7955 0.0622 -0.5852 0.121
H 28.934069 -17.978755 16.193331 -0.7097 0.0366 -0.1242 0.121
H 30.366370 -17.135993 18.671975 0.3334 0.5146 -0.0916 0.106
H 30.313633 -18.678018 18.005838 0.0902 -0.2633 -0.2958 0.114
H 31.177204 -17.887672 15.789928 0.0731 -0.5383 0.1067 0.116
H 32.298121 -17.608547 17.160674 0.3901 0.3781 -0.5498 0.121
H 31.203644 -15.030307 18.169661 -0.0765 0.2714 0.1279 0.064
H 32.132826 -13.971804 17.123542 0.0338 -0.0640 -0.1418 0.083
H 32.821963 -15.456470 17.850154 0.2981 -0.0546 -0.4921 0.082
H 33.252191 -15.704889 15.152203 0.0085 -0.2467 0.1665 0.082
H 32.028057 -14.637337 14.568951 -0.1016 0.0347 -0.0682 0.071
H 31.938694 -16.357641 14.150088 -0.1108 -0.0628 0.0552 0.078
H 29.704086 -14.025838 14.620251 -0.0852 -0.0442 -0.2021 0.107
C 42.623859 -12.735871 8.336361 -0.7736 0.1388 -0.8068 -0.026
C 41.393122 -13.655797 8.569286 0.3654 -0.9399 -0.1966 -0.519
C 40.855542 -14.226103 7.243987 0.1416 -0.4991 -0.7734 -0.021
C 41.983838 -14.759418 9.375849 0.5145 -2.6275 1.6374 -0.180
C 41.011181 -15.751660 10.013414 -0.2329 0.4694 0.4941 -0.186
C 40.033652 -14.982551 10.933163 0.9679 -0.9485 -1.8074 -0.140
C 39.310917 -13.908578 10.074604 -0.1812 -0.2404 1.2498 -0.447
C 38.222061 -14.673477 9.232438 0.6420 0.8874 -0.1056 -0.020
C 38.630393 -12.980956 11.121324 -0.8497 -0.0076 -1.2514 -0.045
N 40.333284 -13.069593 9.358464 1.1537 -1.9711 2.2578 -0.141
O 39.869533 -11.976159 8.725829 -1.6151 1.7381 -1.0864 -0.001
H 42.332525 -11.925356 7.668307 0.2908 0.2031 0.0709 0.080
H 43.379613 -13.346883 7.842782 -0.1065 -0.0005 -0.3007 0.081
H 43.143822 -12.367949 9.220872 -0.6217 0.1165 0.2852 0.084
H 40.087635 -13.633805 6.746392 0.4198 0.5672 0.0005 0.085
H 40.371066 -15.201645 7.284978 -0.0239 -0.1324 0.8433 0.063
H 41.682261 -14.462928 6.574253 0.1006 0.5248 -0.2917 0.082
H 42.682680 -15.427627 8.872652 0.1659 0.5189 -0.9071 0.125
H 42.590713 -14.397309 10.205708 -0.0640 0.5787 0.0778 0.120
H 41.541765 -16.494551 10.608983 0.3097 0.0826 0.0656 0.108
H 40.512593 -16.353473 9.253589 -0.3430 0.1876 -0.0736 0.097
H 40.618603 -14.578680 11.759502 -0.1637 0.3254 -0.0024 0.118
H 39.366182 -15.756902 11.311247 -0.5335 0.5168 0.2386 0.114
H 37.540774 -15.184224 9.912949 -0.0042 0.0469 -0.0113 0.081
H 37.652591 -13.993556 8.598800 -0.0855 0.1858 0.1231 0.079
H 38.657479 -15.401831 8.548329 0.0721 -0.0555 0.2487 0.056
H 38.004254 -13.522856 11.830118 0.3075 -0.3647 0.0640 0.081
H 39.328432 -12.343291 11.663743 0.0849 -0.1144 -0.1506 0.085
H 37.902685 -12.388213 10.567064 0.0898 0.5750 0.1179 0.072
H 40.077003 -11.246666 9.314395 -0.0341 0.2390 -0.0134 0.113
C 35.264499 -7.038276 4.889273 0.3124 0.0747 -0.9816 -0.035
C 34.171605 -8.027518 5.301444 -0.2732 0.0449 0.6820 -0.479
C 34.474245 -9.460385 4.701496 -0.4351 1.2261 0.8155 -0.020
C 34.107336 -8.181534 6.846609 0.3739 1.0031 1.3090 -0.140
C 33.511435 -6.990803 7.649078 -0.6913 -0.1719 -1.3214 -0.174
C 32.082739 -6.762752 7.105481 0.8198 -0.4701 0.2274 -0.156
C 32.017001 -6.484387 5.581145 -1.2082 -1.6130 0.2452 -0.446
C 30.454125 -6.787788 5.191328 1.4359 0.5565 0.3547 -0.024
C 32.350169 -5.023302 5.295169 -0.6596 -0.7820 -0.7110 -0.032
N 32.840330 -7.539312 4.881083 -0.4791 -0.0201 1.9646 -0.133
O 32.587429 -7.658749 3.516462 0.1189 0.1599 -0.2454 -0.015
H 35.286212 -6.969242 3.801677 -0.1576 -0.2090 -0.2561 0.081
H 35.091607 -5.999015 5.168835 -0.0706 -0.1915 0.5862 0.065
H 36.279627 -7.341948 5.144995 -0.0497 -0.0558 0.4142 0.082
H 34.411758 -9.439087 3.613501 0.2403 -0.1362 0.1101 0.075
H 35.447916 -9.773111 5.078668 0.2157 0.1367 -0.3812 0.081
H 33.785579 -10.191988 5.124085 -0.3294 0.0843 -0.2020 0.076
H 33.554617 -9.057287 7.186693 -0.1260 -0.2228 -0.4897 0.111
H 35.088013 -8.252420 7.317104 0.5017 -0.5289 -0.6572 0.112
H 33.488826 -7.197229 8.719117 -0.1302 -0.3883 -0.0108 0.105
H 34.146470 -6.106772 7.591463 -0.0216 0.1976 -0.4174 0.101
H 31.592503 -6.013305 7.726850 -0.2523 0.3196 -0.4546 0.114
H 31.542265 -7.696918 7.258228 -0.0691 -0.1266 0.1767 0.107
H 29.847997 -6.171151 5.854999 -0.0967 0.1222 -0.0897 0.071
H 30.159797 -7.822151 5.368977 0.4370 -0.1293 0.2311 0.071
H 30.174186 -6.591756 4.156288 0.3466 0.3432 -0.0099 0.067
H 33.361396 -4.727740 5.574763 -0.1084 -0.0534 -0.1282 0.070
H 31.610687 -4.416356 5.817547 0.1281 0.1816 0.0081 0.082
H 32.149277 -4.956224 4.225943 0.4632 0.7046 -0.1434 0.084
H 32.142240 -8.509272 3.520798 -0.2561 -0.0830 -0.6223 0.101
C 25.299791 -0.825678 13.362272 0.0065 -0.6527 -0.5950 -0.084
O 25.935041 -1.525147 12.260610 -1.0094 0.3156 0.3768 -0.209
C 26.110190 -0.779991 11.060068 0.9639 -0.5700 -0.4745 -0.203
C 26.560367 -1.746570 9.907206 -0.5718 0.1199 1.3242 -0.432
C 26.845370 -1.052040 8.591585 0.4743 -0.5359 0.1343 -0.068
N 25.472858 -2.715755 9.639746 0.1999 0.5606 0.5930 0.031
H 24.210908 -0.873119 13.348337 -0.2239 -0.2553 -0.5155 0.077
H 25.514646 0.242104 13.404413 0.6067 -0.0346 -0.0129 0.082
H 25.586726 -1.362221 14.266643 0.3119 0.2937 -0.0314 0.084
H 25.214977 -0.309094 10.653920 -0.4161 0.3212 0.4971 0.121
H 26.879624 -0.049360 11.309576 0.0429 0.4450 -0.4930 0.122
H 27.354169 -2.364803 10.326449 0.5162 0.2636 -0.3247 0.134
H 27.592869 -0.258965 8.572573 -0.1899 0.1454 0.3986 0.077
H 25.881482 -0.705598 8.218770 0.1594 0.2337 -0.3004 0.077
H 27.235830 -1.833021 7.939121 -0.2509 0.0807 -0.3063 0.078
H 25.187866 -2.952053 10.579452 -0.1655 -0.8104 0.3243 0.054
H 24.690612 -2.140781 9.361169 -0.4475 0.0638 -0.5862 0.057
C 27.177280 -9.666248 9.410702 -0.2883 -0.4234 -0.6248 -0.102
O 26.296022 -10.776370 9.634744 -0.3848 0.4487 0.6527 -0.177
C 26.665538 -12.123244 9.348517 0.5057 -0.0745 -0.7550 -0.215
C 27.590518 -12.788544 10.345566 1.0842 1.1193 0.4804 -0.175
N 28.887018 -12.085210 10.511897 -0.2999 -0.0244 0.4446 -0.071
C 29.804781 -12.097097 9.399940 1.1808 -0.7361 0.6109 -0.213
C 30.505930 -13.479960 9.314533 -1.6124 -0.1900 -0.5008 -0.181
O 29.605404 -14.374804 8.631038 0.3678 -0.5156 -0.5729 -0.216
C 30.172116 -15.604129 8.187247 0.6773 0.2557 -0.1411 -0.112
H 27.739474 -9.328477 10.281303 0.2433 -0.5388 0.2210 0.076
H 26.625996 -8.768378 9.131408 -0.6989 -0.2833 0.0134 0.082
H 27.820599 -9.833788 8.546894 0.3862 -0.2768 0.1102 0.081
H 27.068987 -12.160338 8.336613 0.4857 0.0433 -0.1715 0.113
H 25.792599 -12.769936 9.259901 -0.5859 0.5499 0.2950 0.119
H 27.815998 -13.825562 10.096849 -0.2585 0.0625 -0.2191 0.109
H 27.153609 -12.764251 11.343872 -0.3196 -0.0996 -0.0346 0.115
H 28.736631 -11.114704 10.747676 -0.2882 -0.1185 0.2775 0.075
H 30.632794 -11.437426 9.659408 -0.0426 0.3610 0.1035 0.115
H 29.352598 -11.672387 8.503683 0.2204 -0.6250 -0.6396 0.102
H 30.601688 -13.860567 10.331424 0.2222 0.2062 0.2464 0.118
H 31.500083 -13.452976 8.868399 -0.0349 0.0742 -0.4349 0.114
H 31.022047 -15.449632 7.522533 0.2256 0.4318 -0.1675 0.077
H 29.486986 -16.203366 7.587581 -0.5050 0.3459 0.3556 0.084
H 30.580023 -16.228120 8.982454 -0.2807 0.0054 0.4656 0.082
C 36.624180 -16.072928 1.820862 -0.2532 -0.2199 0.5112 -0.106
O 35.746963 -17.172458 1.954715 0.0519 -1.3932 0.0760 -0.216
C 35.713781 -17.727276 3.294574 -0.5586 0.7243 -0.1128 -0.201
C 34.758222 -18.911396 3.405126 -0.1903 0.7716 0.2146 -0.212
N 33.474049 -18.602658 2.713302 1.8794 -1.5725 0.4366 -0.035
C 32.878752 -19.857210 2.209587 -1.3086 0.1443 0.4506 -0.187
C 32.523444 -20.902570 3.341786 -0.5636 0.4956 -2.5852 -0.224
O 33.666407 -21.567082 3.793572 -0.1051 0.1419 0.2977 -0.202
C 33.616741 -21.881285 5.156415 0.6937 0.6798 0.6118 -0.112
H 36.124714 -15.224716 2.289022 0.4747 0.3613 0.2657 0.087
H 36.831740 -15.804451 0.785031 -0.3840 -0.4309 -0.1336 0.086
H 37.576614 -16.341540 2.277814 0.1560 0.4136 0.2286 0.084
H 35.377505 -16.919758 3.944909 0.0358 0.1469 0.2675 0.118
H 36.675978 -18.095053 3.650956 0.4190 0.3239 -0.2679 0.118
H 34.516626 -19.084407 4.453833 0.3096 0.1376 0.2415 0.108
H 35.326094 -19.792851 3.107355 -0.4767 -0.2779 -0.6651 0.116
H 33.855667 -18.034533 1.970526 -0.8175 0.0707 -0.8076 0.081
H 33.362303 -20.362847 1.373761 0.9118 -0.1015 0.2372 0.111
H 31.965902 -19.511289 1.724670 -0.5498 -0.3239 0.2709 0.105
H 31.918709 -21.709321 2.927601 -0.4550 0.1756 -0.6724 0.115
H 31.829804 -20.441684 4.045030 0.7264 0.2952 0.7828 0.117
H 32.667567 -21.635108 5.632414 -0.2405 -0.2937 -0.1803 0.085
H 34.338474 -21.199116 5.605683 0.2790 -0.2716 0.6394 0.078
H 33.893426 -22.917483 5.350912 -0.0408 0.0151 -0.1013 0.088
C 21.561740 -6.374260 13.829723 0.4519 0.7228 0.5277 -0.121
O 20.846007 -7.429616 13.341425 -1.3137 -1.3049 0.2740 -0.177
C 21.237950 -8.110630 12.214117 1.0178 -0.3953 -1.5633 -0.252
C 20.390586 -9.354134 12.045361 -0.4360 -0.5711 -0.9043 -0.204
N 20.378981 -10.235451 13.203950 0.6420 1.0195 0.1420 -0.044
C 21.396192 -11.271761 13.210737 -0.3007 -0.5011 -0.3327 -0.221
C 21.101464 -12.238175 14.330418 0.5834 0.0269 0.2293 -0.239
O 21.665489 -11.752315 15.532100 1.0625 0.9163 -0.0616 -0.198
C 21.607977 -12.657442 16.605463 -0.6092 0.1089 -0.4504 -0.111
H 21.685199 -5.589396 13.083495 -0.1879 0.3734 0.0219 0.089
H 22.559509 -6.620458 14.192957 0.2790 -0.3840 -0.0438 0.086
H 20.973861 -6.078393 14.698606 0.2170 0.6423 -0.1099 0.097
H 22.293701 -8.379739 12.181530 0.4988 -0.3109 0.8602 0.121
H 21.220563 -7.511167 11.303929 -0.7118 0.4915 -0.2315 0.122
H 20.735605 -9.953299 11.202709 0.1922 0.2909 -0.3456 0.115
H 19.364450 -9.080972 11.799305 -0.1055 0.2161 0.1147 0.113
H 20.726915 -9.562578 13.871994 -0.5650 -0.2199 1.2311 0.093
H 22.423544 -10.908955 13.242330 0.2374 0.1680 0.4544 0.123
H 21.404728 -11.875553 12.303293 -0.5840 0.1617 -0.3704 0.115
H 21.528611 -13.188769 14.011038 0.2377 -0.4507 0.4837 0.114
H 20.026335 -12.365437 14.456904 -0.1996 -0.0061 -0.1429 0.123
H 20.537447 -12.717092 16.801707 -0.0913 -1.1353 0.4084 0.088
H 22.073901 -12.329010 17.534527 0.2177 0.6957 -0.3768 0.083
H 22.139807 -13.559538 16.303032 -0.5107 -0.5551 0.1787 0.086
C 32.683332 -6.800707 15.257925 0.1031 -0.8857 -0.1284 -0.110
O 33.164395 -5.810331 16.147103 0.0732 -1.1112 -0.3866 -0.157
C 32.629001 -4.541047 16.058529 -1.0046 0.8641 0.3734 -0.259
C 31.359962 -4.279545 16.876229 -0.8923 -0.5192 -0.1254 -0.173
N 30.071052 -5.019268 16.572475 1.6636 1.1953 0.8108 -0.050
C 29.553965 -4.849011 15.235716 -0.9381 -1.5253 0.2699 -0.228
C 28.256616 -5.658428 15.139437 0.7935 -1.5867 -0.9622 -0.180
O 28.552501 -7.104734 15.006952 -0.6181 1.2857 0.6944 -0.218
C 27.382704 -7.914382 15.119034 0.9582 -0.7310 -0.6474 -0.125
H 32.386172 -6.523602 14.246479 0.3402 0.9739 -0.1097 0.083
H 31.809757 -7.364587 15.585035 -0.1718 0.1316 0.6919 0.076
H 33.481734 -7.533521 15.141072 0.0684 0.0453 0.0748 0.086
H 32.470004 -4.228563 15.026452 0.1382 -0.0212 -0.3030 0.117
H 33.335038 -3.864447 16.539996 0.3784 0.0502 -0.3088 0.120
H 31.212024 -3.201614 16.810867 -0.4590 0.1278 -0.2388 0.108
H 31.608813 -4.421404 17.927901 -0.1611 -0.4170 0.0690 0.110
H 30.276698 -6.005688 16.641658 -0.0215 -0.2153 0.3579 0.088
H 30.239109 -5.339916 14.544541 0.0536 0.6468 -0.8194 0.104
H 29.244290 -3.833834 14.987466 0.6449 0.1843 0.0390 0.125
H 27.808177 -5.441795 14.169865 -0.6758 0.5388 0.2851 0.117
H 27.650476 -5.508377 16.032846 -0.2869 0.1973 -0.2141 0.120
H 26.905092 -7.904055 16.098767 0.1602 0.1327 0.1302 0.086
H 27.759024 -8.905327 14.865099 -0.0444 -0.2665 0.5792 0.083
H 26.624795 -7.794312 14.344901 -0.1163 0.9039 -0.1516 0.077
C 30.740807 -12.094311 -2.461877 -0.0374 -1.0581 0.5718 -0.078
O 30.890750 -13.018223 -1.363203 -1.4357 0.4192 -2.2937 -0.205
C 31.597793 -12.483006 -0.318553 -0.2843 -1.7352 2.5232 -0.245
C 31.077988 -13.283270 0.953813 -0.2327 1.2204 -0.0269 -0.169
N 29.803060 -12.774065 1.529396 0.4295 -0.0414 0.3408 -0.058
C 29.325345 -13.600984 2.638481 -1.0899 -0.5641 -0.3782 -0.229
C 27.861909 -13.344931 2.994457 -0.2846 1.0330 -0.1582 -0.213
O 26.996218 -13.504920 1.836319 2.1514 0.1507 1.0278 -0.203
C 25.714395 -12.964260 2.006056 0.3645 -0.5355 0.0190 -0.116
H 30.074034 -11.298749 -2.129311 0.3405 0.4380 -0.1906 0.088
H 30.264532 -12.600207 -3.301713 -0.0441 -0.2272 0.2125 0.083
H 31.731279 -11.792057 -2.802017 -0.0337 0.5421 0.0555 0.086
H 31.470038 -11.414556 -0.144800 -0.1264 0.1627 -0.1799 0.118
H 32.643792 -12.740521 -0.484887 0.4262 0.3447 0.3277 0.115
H 31.821324 -13.183802 1.744788 0.1311 -0.0726 0.0718 0.106
H 30.954727 -14.342921 0.730073 0.3406 -0.1540 -0.3968 0.110
H 29.052143 -12.720922 0.856042 0.1156 -0.1704 -0.3586 0.097
H 29.950842 -13.514471 3.526945 -0.0014 0.2960 0.0456 0.118
H 29.251158 -14.670198 2.440072 0.8054 -0.5013 -0.6245 0.111
H 27.771312 -12.344338 3.417207 -0.2275 0.5541 -0.4044 0.109
H 27.538653 -13.960591 3.833842 0.0379 -0.6482 -0.1380 0.118
H 25.725438 -12.109593 2.682458 -0.0735 0.2902 -0.1736 0.082
H 25.107966 -13.748126 2.459825 -0.6186 0.1438 -0.1505 0.085
H 25.426452 -12.704869 0.987284 -0.6379 0.1193 0.3048 0.091
```
Forces are in eV/Å.

## Properties
HOMO level in hartree: -0.2893
E in hartree: -4924.01965
SMILES: CC1(C)CCCC(C)(C)N1O.CC1(C)CCCC(C)(C)N1O.CC1(C)CCCC(C)(C)N1O.CC1(C)CCCC(C)(C)N1O.CC1(C)CCCC(C)(C)N1O.COC[C@H](C)N.COCCNCCOC.COCCNCCOC.COCCNCCOC.COCCNCCOC.COCCNCCOC
Energy relative to the best compared isomer or geometry (same formula, charge and spin) in kcal/mol: 161.2
Orbital gap in eV: 7.948
2S+1: 1